Entry 1:
Formula: C39H59N9O3
Source: the Open Molecules 2025 dataset
Level of theory: the ωB97M-V functional and the def2-TZVPD basis

The geometry in XYZ format:
```
110
Properties=species:S:1:pos:R:3:lowdin_charge:R:1
C 3.52 -0.39 -4.62 -0.10
O 4.18 0.03 -3.47 -0.21
C 3.58 -0.43 -2.25 -0.19
C 4.34 0.15 -1.06 -0.02
N 3.68 -0.50 0.21 0.11
H 2.82 -0.65 0.24 -0.04
H 4.07 -1.47 0.33 0.21
C 4.16 0.26 1.42 -0.04
C 3.13 0.03 2.56 -0.29
O 3.36 0.75 3.65 -0.15
C 2.30 0.83 4.63 -0.07
H 3.48 -1.50 -4.57 0.12
H 3.56 0.19 -5.51 0.11
H 2.66 -0.04 -4.52 -0.01
H 3.81 -1.54 -2.48 0.16
H 2.49 -0.21 -2.16 0.12
H 4.08 1.23 -0.95 0.13
H 5.35 -0.04 -1.33 0.13
H 4.12 1.37 1.18 0.16
H 5.02 -0.16 1.68 0.09
H 2.91 -1.07 2.50 0.13
H 2.07 0.23 2.38 0.10
H 2.13 -0.18 5.23 0.13
H 1.23 1.17 4.05 0.14
H 2.33 1.51 5.39 0.03
C 0.34 -0.30 -0.23 -0.21
O 1.24 -1.40 0.06 -0.43
H -0.24 -0.28 -1.14 0.06
H 0.93 0.50 -0.38 -0.01
H -0.06 -0.03 0.78 0.09
N 0.95 -2.79 -2.32 0.00
C 1.37 -4.11 -2.39 -0.20
C 1.35 -4.46 -3.65 -0.14
C 0.84 -3.33 -4.55 -0.08
C 0.56 -2.36 -3.64 -0.19
H 0.78 -2.09 -1.45 0.12
H 1.65 -4.57 -1.33 0.14
H 1.69 -5.57 -4.08 0.14
H 0.62 -3.17 -5.54 0.06
H 0.29 -1.36 -3.81 0.08
N -1.94 -3.65 1.15 -0.04
C -2.75 -4.61 1.70 -0.10
C -4.05 -4.21 1.07 -0.07
C -3.76 -2.91 0.31 -0.11
C -2.40 -2.63 0.39 -0.14
H -0.91 -3.54 1.49 0.11
H -2.56 -5.49 2.22 0.07
H -5.05 -4.88 1.12 0.10
H -4.28 -2.31 -0.46 0.07
H -1.78 -2.01 -0.12 0.05
N -4.18 0.22 -3.58 -0.01
C -4.52 -0.35 -4.86 -0.12
C -3.67 -1.42 -5.16 -0.06
C -2.84 -1.53 -3.91 -0.09
C -3.28 -0.60 -2.98 -0.19
H -4.50 1.24 -3.16 0.22
H -5.06 0.15 -5.44 0.01
H -3.59 -1.92 -6.12 0.09
H -1.99 -2.29 -3.71 0.10
H -2.91 -0.46 -2.08 0.03
N 0.84 -3.17 1.97 -0.05
C 0.89 -4.52 1.85 -0.21
C 0.42 -5.17 2.95 -0.10
C 0.09 -4.07 3.86 -0.09
C 0.47 -2.82 3.28 -0.09
H 1.13 -2.48 1.11 0.11
H 1.29 -4.85 1.02 0.05
H 0.19 -6.26 2.97 0.11
H -0.22 -4.33 4.90 0.09
H 0.47 -1.82 3.50 0.05
N -0.60 3.86 1.97 0.01
C 0.70 3.37 2.05 -0.15
C 1.25 3.67 3.28 -0.10
C 0.30 4.72 3.86 -0.11
C -0.78 4.71 3.10 -0.20
H -1.38 3.66 1.24 0.12
H 1.20 2.76 1.32 0.09
H 2.27 3.52 3.57 0.07
H 0.22 5.45 4.79 0.13
H -1.88 5.09 3.05 0.14
N -3.57 0.92 5.15 -0.01
C -4.07 -0.39 5.01 -0.16
C -3.44 -0.95 4.03 -0.09
C -2.49 0.07 3.44 -0.08
C -2.61 1.23 4.14 -0.11
H -4.04 1.48 5.89 0.15
H -4.90 -0.82 5.56 0.12
H -3.48 -1.91 3.67 0.06
H -1.79 -0.01 2.56 0.08
H -2.10 2.06 3.89 0.04
N 2.95 4.48 -4.15 -0.02
C 2.97 3.14 -3.51 -0.15
C 2.24 3.22 -2.52 -0.13
C 1.65 4.67 -2.28 -0.05
C 2.15 5.36 -3.34 -0.16
H 3.38 4.62 -5.13 0.16
H 3.55 2.36 -4.04 0.12
H 1.98 2.41 -1.90 0.05
H 0.92 5.13 -1.59 0.09
H 1.64 6.26 -3.84 0.13
N -3.63 3.65 0.47 0.06
C -3.19 2.37 0.08 -0.12
C -2.20 2.51 -0.80 -0.07
C -2.19 3.99 -1.22 -0.04
C -3.02 4.60 -0.32 -0.13
H -4.17 3.86 1.14 0.05
H -3.36 1.64 0.67 0.04
H -1.78 1.59 -1.47 0.13
H -1.65 4.41 -1.88 0.00
H -3.27 5.62 -0.13 0.11
```

## Properties
* LUMO level: -0.07 eV
* E_HOMO: -0.269 Eh
* energy: -2239.23601 Ha

Entry 2:
Formula: C48H58CaN4O2P2S
Source: the Open Molecules 2025 dataset
Level of theory: the ωB97M-V functional and the def2-TZVPD basis

The geometry in XYZ format:
```
116
Properties=species:S:1:pos:R:3:lowdin_charge:R:1
Ca 1.50 0.14 0.00 1.17
C 3.77 -0.32 -2.96 -0.15
C 3.20 -1.65 -2.48 -0.19
N 2.61 -1.67 -1.13 -0.18
C 3.46 -2.32 -0.14 -0.20
C 4.55 -1.37 0.31 -0.19
N 3.94 -0.19 0.91 -0.13
C 4.95 0.79 1.31 -0.21
C 4.34 1.91 2.15 -0.15
C 3.59 2.94 1.32 -0.20
N 2.27 2.47 0.88 -0.13
C 1.76 3.27 -0.23 -0.22
C 2.43 2.83 -1.55 -0.19
N 2.63 1.38 -1.57 -0.20
C 2.79 0.85 -2.93 -0.19
H 4.10 -0.48 -3.99 0.13
H 4.65 -0.03 -2.38 0.11
H 3.99 -2.41 -2.55 0.13
H 2.41 -1.94 -3.18 0.11
H 1.78 -2.25 -1.24 0.05
H 3.91 -3.25 -0.54 0.14
H 2.84 -2.60 0.72 0.10
H 5.15 -1.06 -0.56 0.12
H 5.23 -1.89 1.01 0.14
H 3.48 -0.49 1.77 0.08
H 5.41 1.21 0.41 0.12
H 5.76 0.31 1.88 0.13
H 5.16 2.43 2.66 0.13
H 3.68 1.49 2.91 0.10
H 4.18 3.17 0.43 0.12
H 3.48 3.88 1.89 0.13
H 1.64 2.59 1.67 0.09
H 1.93 4.35 -0.09 0.14
H 0.69 3.11 -0.30 0.04
H 3.37 3.37 -1.68 0.13
H 1.78 3.11 -2.38 0.10
H 3.51 1.20 -1.10 0.08
H 3.17 1.63 -3.60 0.13
H 1.81 0.54 -3.32 0.11
O 0.29 -2.24 -2.54 -0.48
S -0.42 -1.09 -1.93 0.85
C -0.99 -0.06 -3.29 -0.41
C -0.98 -0.53 -4.58 -0.07
C -1.54 0.24 -5.59 -0.03
C -2.12 1.46 -5.27 -0.03
C -2.11 1.93 -3.96 -0.06
C -1.51 1.18 -2.95 -0.36
P -1.29 1.74 -1.22 1.09
C -2.85 1.20 -0.43 -0.39
C -2.90 1.32 0.96 -0.15
C -4.05 0.99 1.66 -0.07
C -5.15 0.50 0.97 -0.05
C -5.11 0.38 -0.41 -0.06
C -3.97 0.74 -1.11 -0.07
C -1.64 3.53 -1.42 -0.37
C -0.87 4.23 -2.35 -0.14
C -1.07 5.58 -2.56 -0.06
C -2.04 6.26 -1.84 -0.06
C -2.80 5.57 -0.90 -0.06
C -2.60 4.22 -0.68 -0.06
C -2.03 -1.77 -1.49 -0.37
C -2.96 -2.11 -2.46 -0.05
C -4.16 -2.69 -2.09 -0.03
C -4.42 -2.91 -0.75 -0.04
C -3.48 -2.59 0.22 -0.05
C -2.25 -2.05 -0.14 -0.34
P -0.92 -1.63 1.06 1.07
C -1.81 -1.92 2.64 -0.38
C -2.24 -3.20 3.01 -0.10
C -2.94 -3.38 4.19 -0.05
C -3.20 -2.31 5.02 -0.05
C -2.75 -1.04 4.68 -0.07
C -2.06 -0.85 3.49 -0.13
C 0.03 -3.21 1.09 -0.39
C 0.73 -3.46 2.27 -0.14
C 1.41 -4.65 2.45 -0.06
C 1.38 -5.62 1.45 -0.06
C 0.71 -5.36 0.26 -0.05
C 0.05 -4.16 0.07 -0.08
H -0.55 -1.50 -4.79 0.12
H -1.55 -0.11 -6.61 0.12
H -2.59 2.05 -6.04 0.12
H -2.56 2.88 -3.73 0.12
H -2.03 1.71 1.48 0.09
H -4.09 1.11 2.73 0.11
H -6.04 0.23 1.51 0.12
H -5.97 0.02 -0.94 0.12
H -3.95 0.66 -2.19 0.11
H -0.13 3.70 -2.94 0.09
H -0.47 6.11 -3.28 0.11
H -2.21 7.31 -2.01 0.11
H -3.55 6.09 -0.34 0.11
H -3.20 3.70 0.05 0.10
H -2.75 -1.90 -3.50 0.11
H -4.89 -2.94 -2.84 0.12
H -5.36 -3.35 -0.45 0.12
H -3.73 -2.77 1.25 0.10
H -2.03 -4.05 2.37 0.12
H -3.28 -4.37 4.46 0.12
H -3.75 -2.46 5.93 0.11
H -2.94 -0.21 5.33 0.11
H -1.71 0.13 3.22 0.07
H 0.67 -2.75 3.07 0.09
H 1.93 -4.85 3.37 0.11
H 1.87 -6.57 1.60 0.11
H 0.68 -6.12 -0.51 0.12
H -0.47 -3.98 -0.86 0.10
C 0.78 1.50 4.07 -0.07
C 1.26 0.09 4.35 -0.27
O 1.85 -0.45 3.16 -0.14
H 0.18 1.86 4.91 0.09
H 0.17 1.50 3.17 0.05
H 1.62 2.17 3.94 0.07
H 0.42 -0.54 4.66 0.11
H 2.01 0.10 5.15 0.13
H 2.14 -1.34 3.38 0.08
```

## Properties
* LUMO level: -4.49 eV
* E_HOMO: -0.486 Eh
* energy: -3991.53958 Ha
* total charge: +2

Entry 3:
Formula: C2H12NO2
Source: the Open Molecules 2025 dataset
Level of theory: the ωB97M-V functional and the def2-TZVPD basis

The geometry in XYZ format:
```
17
Properties=species:S:1:pos:R:3:lowdin_charge:R:1
C 1.22 0.58 -1.37 -0.04
N 0.56 1.26 -0.24 -0.09
C -0.68 2.17 -0.51 0.02
H 0.64 0.59 -2.38 0.14
H 1.25 -0.53 -1.17 0.11
H 2.24 0.94 -1.52 0.10
H 0.22 0.39 0.21 0.03
H 1.05 1.51 0.62 0.17
H -0.41 2.98 -1.26 0.11
H -1.50 1.58 -1.09 0.13
H -1.08 2.37 0.50 0.10
H -0.47 -3.80 1.97 0.08
H -1.14 -3.89 0.60 0.10
O -1.10 -3.31 1.41 -0.05
H -0.64 -1.66 1.20 0.07
H 0.21 -0.51 1.88 0.07
O -0.38 -0.66 1.14 -0.05
```

## Properties
* LUMO level: -3.13 eV
* E_HOMO: -0.581 Eh
* energy: -288.35495 Ha
* total charge: +1

Entry 4:
Formula: C21H22I2N2O2TeTl
Source: the Open Molecules 2025 dataset
Level of theory: the ωB97M-V functional and the def2-TZVPD basis

The geometry in XYZ format:
```
51
Properties=species:S:1:pos:R:3:lowdin_charge:R:1
Tl -0.14 -0.71 -1.14 0.78
I -3.55 3.42 0.31 0.84
C -3.71 1.43 0.92 -0.66
C -4.91 0.98 1.46 -0.26
C -5.05 -0.32 1.89 -0.70
I -6.90 -0.90 2.67 0.84
C -3.96 -1.22 1.81 -0.22
C -3.99 -2.56 2.27 -0.06
C -2.87 -3.34 2.16 -0.06
C -1.72 -2.80 1.56 -0.15
N -1.67 -1.57 1.12 0.05
C -2.75 -0.76 1.24 -0.17
C -2.57 0.62 0.76 -0.55
O -1.47 1.01 0.29 -0.32
H -5.74 1.67 1.54 0.07
H -4.90 -2.95 2.70 0.05
H -2.87 -4.36 2.52 0.10
H -0.83 -3.40 1.44 0.10
C 1.69 2.12 -0.04 -0.11
N 1.53 1.41 -1.30 -0.35
C 1.13 2.32 -2.35 -0.11
C 2.74 0.67 -1.65 -0.21
C 3.04 -0.43 -0.64 -0.29
C 4.37 -0.70 -0.32 -0.08
C 4.68 -1.71 0.58 -0.12
C 3.64 -2.43 1.17 -0.12
C 2.32 -2.13 0.84 -0.16
C 1.97 -1.14 -0.08 -0.25
H 2.46 2.91 -0.12 0.09
H 1.99 1.42 0.74 0.04
H 0.74 2.57 0.24 0.08
H 1.91 3.08 -2.56 0.09
H 0.22 2.83 -2.06 0.09
H 0.94 1.76 -3.27 0.07
H 3.60 1.35 -1.75 0.12
H 2.57 0.22 -2.64 0.12
H 5.17 -0.11 -0.77 0.10
H 5.71 -1.93 0.82 0.09
H 3.87 -3.21 1.89 0.09
H 1.54 -2.70 1.34 0.07
O -1.05 -1.64 -4.82 -0.01
C -0.38 -0.84 -4.42 -0.10
C -0.01 -0.33 4.86 -0.48
Te 0.15 0.81 3.06 1.24
C 1.80 1.94 3.82 -0.47
H 0.95 -0.79 5.08 -0.01
H -0.75 -1.11 4.69 -0.02
H -0.33 0.30 5.68 -0.01
H 1.51 2.49 4.71 -0.01
H 2.11 2.64 3.05 -0.02
H 2.63 1.27 4.04 0.00
```

## Properties
* LUMO level: 2.24 eV
* E_HOMO: -0.137 Eh
* energy: -2109.31694 Ha
* total charge: -1

Entry 5:
Formula: CH8NSi
Source: the Open Molecules 2025 dataset
Level of theory: the ωB97M-V functional and the def2-TZVPD basis

The geometry in XYZ format:
```
11
Properties=species:S:1:pos:R:3:lowdin_charge:R:1
C -0.34 -0.44 0.55 -0.38
N 0.03 1.02 0.70 0.02
Si 0.16 -0.72 -1.27 0.68
H 0.30 -0.96 1.65 0.21
H -1.34 -0.79 0.86 0.07
H 1.09 1.27 0.90 0.22
H -0.17 1.50 -0.24 0.13
H -0.65 1.48 1.32 0.16
H 0.35 -2.21 -1.83 -0.02
H -0.75 0.22 -2.06 -0.03
H 1.43 0.12 -1.30 -0.05
```

## Properties
* LUMO level: -4.16 eV
* E_HOMO: -0.592 Eh
* energy: -386.79311 Ha
* total charge: +1

Calculated relative energy (zero: lowest compared OMol25 entry of this formula, charge and spin) in order - 3.848 0.325 1.608 0.321 2.204 eV
Calculated orbital gap in order - 7.24 8.74 12.68 5.96 11.94 eV